1.
Here is a molecular structure, C22H22BCoN9O5 from OMol25. Energies are from ωB97M-V with the def2-TZVPD basis set.

The geometry in XYZ format:
```
60
Properties=species:S:1:pos:R:3:nbo_charge:R:1
Co -0.046 -0.459 -0.416 1.15
O -0.048 -0.612 -2.359 -0.52
O -1.968 -0.633 -0.404 -0.53
O -6.885 -0.402 -4.081 -0.30
O -5.295 -0.381 -5.554 -0.32
O 0.046 -2.391 -0.355 -0.62
N -0.142 1.407 -0.501 -0.26
N 1.826 -0.282 -0.507 -0.27
N -5.731 -0.403 -4.426 0.51
N 0.685 2.118 0.292 -0.32
N -0.089 -0.343 1.439 -0.27
N 1.552 3.112 2.933 -0.30
N 2.383 2.385 2.124 -0.43
N 2.534 0.460 0.371 -0.31
N 0.771 0.444 2.107 -0.32
C -3.358 -0.494 -3.714 -0.08
C 2.681 -0.961 -1.272 0.00
C -0.872 2.273 -1.209 -0.01
C -2.401 -0.538 -2.740 -0.26
C -0.461 -0.610 3.609 -0.32
C -4.717 -0.449 -3.339 0.15
C 3.839 0.229 0.165 0.04
C 2.339 3.905 3.629 -0.02
C -0.504 3.570 -0.877 -0.31
C 0.610 -3.285 0.298 0.71
C -2.798 -0.557 -1.339 0.54
C 3.979 -0.670 -0.876 -0.31
C -0.852 -0.983 2.329 -0.02
C -0.997 -0.590 -3.130 0.48
C 3.682 2.746 2.339 -0.02
C 0.484 3.424 0.079 0.06
C -5.147 -0.448 -2.018 -0.17
C -4.207 -0.506 -1.018 -0.14
C 1.555 -3.003 1.418 -0.75
C 0.294 -4.692 -0.082 -0.73
C 0.564 0.303 3.421 0.06
C 3.696 3.720 3.294 -0.32
B 1.675 1.397 1.271 0.93
H 1.941 -3.918 1.855 0.26
H 0.568 -4.843 -1.129 0.27
H -3.112 -0.493 -4.769 0.29
H 1.911 4.590 4.344 0.23
H -0.786 -4.842 -0.015 0.27
H 1.138 0.876 4.130 0.27
H -4.483 -0.512 0.028 0.26
H 1.040 4.160 0.634 0.26
H 4.597 0.704 0.758 0.24
H -0.904 4.488 -1.269 0.26
H 4.506 2.334 1.787 0.21
H 1.046 -2.420 2.189 0.27
H 2.323 -1.605 -2.058 0.24
H -0.880 -0.937 4.544 0.26
H -1.622 -1.663 2.006 0.24
H 4.556 4.219 3.704 0.25
H 4.896 -1.042 -1.298 0.27
H -6.207 -0.406 -1.810 0.30
H 2.385 -2.399 1.050 0.27
H -1.610 1.937 -1.917 0.21
H 0.807 -5.418 0.539 0.25
H -0.786 -0.611 -4.205 0.20
```

* <S²>: 0.788
* frontier orbital gap (spin up / spin down): 6.747 / 4.151 eV
* spin multiplicity: 2
* total charge: +2

***

2.
Here is a molecular structure, CH6ClIN2OP at a distorted geometry from OMol25. Energies are from ωB97M-V with the def2-TZVPD basis set.

The geometry in XYZ format:
```
13
Properties=species:S:1:pos:R:3:nbo_charge:R:1
I 2.013 -0.297 -1.022 -0.05
Cl -1.822 -0.037 -0.663 -0.21
P -1.194 2.313 0.429 1.55
O -0.187 1.451 1.263 -0.96
N 1.584 -3.293 -1.425 -0.59
N -2.457 2.494 1.414 -1.16
C 2.471 -2.456 -1.203 0.11
H 3.468 -2.578 -0.950 0.19
H -2.928 3.376 1.225 0.44
H 0.669 1.403 0.940 0.53
H -0.711 -0.490 -1.176 0.31
H -2.556 2.352 2.421 0.45
H 1.650 -4.237 -1.253 0.40
```

* frontier orbital gap: 8.281 eV
* energy relative to the best compared isomer or geometry (same formula, charge and spin): 200.5 kJ/mol
* total charge: +1

***

3.
Here is 3 unconnected molecules or ions with the total composition C4H14NO3 at a distorted geometry from OMol25. Energies are from ωB97M-V with the def2-TZVPD basis set.

The geometry in XYZ format:
```
22
Properties=species:S:1:pos:R:3:nbo_charge:R:1
O 0.859 3.630 -2.147 -0.98
O 0.360 -1.059 -1.864 -0.81
O 2.112 0.562 -0.714 -1.32
N -0.089 0.755 1.198 -0.87
C -0.804 -0.433 -1.356 -0.06
C -0.165 -0.721 1.058 -0.06
C -0.648 -1.410 2.351 -0.63
C -1.229 -1.013 -0.021 -0.42
H -0.830 -2.455 2.107 0.20
H 0.707 2.712 -1.895 0.51
H -1.671 -1.000 2.445 0.19
H -0.250 -1.248 3.342 0.20
H -0.049 0.920 2.200 0.33
H 1.790 3.835 -2.075 0.47
H -1.561 -0.581 -2.134 0.14
H -1.263 -2.092 -0.221 0.19
H 0.829 0.980 0.813 0.43
H 0.759 -1.147 0.660 0.22
H -0.708 0.655 -1.420 0.17
H -2.204 -0.675 0.342 0.18
H 1.141 -0.525 -1.530 0.52
H 2.915 0.307 -1.140 0.42
```

* frontier orbital gap: 7.861 eV
* energy relative to the best compared isomer or geometry (same formula, charge and spin): 81.9 kJ/mol
* total charge: -1

***

4.
Here is 2 unconnected molecules or ions with the total composition C6H13N from OMol25. Energies are from ωB97M-V with the def2-TZVPD basis set.

The geometry in XYZ format:
```
20
Properties=species:S:1:pos:R:3:nbo_charge:R:1
N -0.904 -0.016 -0.807 -0.35
C -2.120 -0.637 1.296 -0.62
C 0.430 0.412 -1.192 -0.31
C -1.483 0.422 0.437 -0.04
C -2.065 0.879 -0.860 -0.22
C 0.592 -1.033 -0.852 -0.20
C 3.226 -0.232 0.691 -0.87
H -1.331 -1.217 1.785 0.24
H -2.763 -0.192 2.063 0.21
H 0.437 0.730 -2.242 0.18
H -0.888 1.160 0.977 0.20
H 3.686 -0.228 -0.303 0.20
H 3.107 0.799 1.037 0.20
H -1.855 1.905 -1.165 0.20
H -2.718 -1.322 0.688 0.22
H 3.865 -0.782 1.385 0.21
H -3.010 0.476 -1.213 0.21
H 0.665 -1.568 -1.815 0.13
H 2.247 -0.719 0.622 0.25
H 0.879 1.161 -0.533 0.17
```

* frontier orbital gap: 8.914 eV
* energy relative to the best compared isomer or geometry (same formula, charge and spin): 505.1 kJ/mol

***

5.
Here is a single C5H8O molecule at a distorted geometry from OMol25. Energies are from ωB97M-V with the def2-TZVPD basis set.

The geometry in XYZ format:
```
14
Properties=species:S:1:pos:R:3:nbo_charge:R:1
O 1.364 -0.731 0.752 -0.68
C 0.385 -0.079 0.031 0.28
C -1.258 0.235 1.881 -0.64
C -0.346 0.229 -2.323 -0.34
C 0.468 -0.300 -1.413 -0.27
C -0.462 0.726 0.707 -0.26
H -1.851 1.035 2.325 0.21
H -1.945 -0.562 1.582 0.21
H 1.243 -0.950 -1.813 0.21
H -0.418 -0.100 -3.349 0.20
H -0.683 -0.240 2.680 0.22
H 1.578 -1.598 0.379 0.47
H -1.132 0.920 -2.043 0.19
H -0.860 1.524 0.086 0.19
```

* SMILES string: C=C/C(O)=C/C
* frontier orbital gap: 8.506 eV
* energy relative to the best compared isomer or geometry (same formula, charge and spin): 218.8 kJ/mol